{"formula": "C4H5N", "method": "wB97M-V/def2-TZVPD", "energy_ev": -5713.7792, "charge": 0, "lumo_ev": 0.756, "relative_energy_ev": 5.067, "symbols": ["C", "C", "C", "C", "N", "H", "H", "H", "H", "H"], "coordinates": [[2.22423, -0.34534, 0.33754], [1.02004, -0.40753, 0.34813], [-0.43073, -0.40651, 0.42897], [-1.24696, 0.83599, 0.62582], [-1.08649, 0.14253, -0.78441], [3.28798, -0.26071, 0.37954], [-0.86349, -1.35612, 0.75251], [-0.54864, 1.68419, 0.54558], [-1.89985, -0.36039, -1.12057], [-0.45607, 0.47390, -1.51312]], "forces_ev_per_a": [[-0.5, 0.0, 0.1], [0.5, 0.1, 0.1], [0.0, -0.2, -0.1], [0.2, 0.1, -0.2], [-0.1, -0.1, -0.1], [-0.2, -0.1, -0.1], [0.2, 0.2, 0.0], [-0.1, -0.1, 0.1], [0.2, 0.2, 0.0], [-0.2, -0.1, 0.3]], "mulliken_charge": [0.31, -0.76, -0.10, -0.54, -0.31, 0.41, 0.26, 0.21, 0.25, 0.27]}

{"formula": "C5H8S3", "method": "wB97M-V/def2-TZVPD", "energy_ev": -37819.0797, "charge": 0, "lumo_ev": -0.376, "relative_energy_ev": 1.088, "symbols": ["C", "C", "C", "C", "C", "H", "H", "H", "H", "H", "H", "H", "H", "S", "S", "S"], "coordinates": [[0.06804, 2.23698, -0.52565], [1.20523, -0.30945, -0.00124], [-1.57009, -0.31258, 0.66087], [-2.79392, 0.09411, -0.04075], [-4.00918, -0.44503, 0.11994], [0.45099, 3.25946, -0.73294], [-0.14198, 1.71980, -1.46631], [-0.84982, 2.33991, 0.03376], [-1.10594, 0.47814, 1.24922], [-1.80877, -1.10689, 1.44347], [-2.63990, 0.90602, -0.81330], [-4.83896, -0.07046, -0.49996], [-4.18357, -1.25743, 0.81678], [1.37542, 1.39180, 0.38625], [2.56058, -1.23667, 0.01480], [-0.32865, -1.02093, -0.48290]], "forces_ev_per_a": [[0.2, 0.6, -0.4], [0.5, -0.2, -0.1], [0.2, -1.3, 1.8], [-0.9, 0.9, -1.3], [0.5, 0.6, -0.6], [-0.2, -0.7, 0.1], [0.1, 0.1, 0.1], [-0.2, 0.0, 0.2], [0.1, 0.2, -0.3], [0.3, 0.8, -1.1], [-0.3, -0.9, 0.9], [0.4, -0.3, 0.5], [-0.1, 0.1, 0.0], [0.0, -0.1, 0.0], [-0.6, 0.3, 0.0], [0.0, 0.1, 0.1]], "mulliken_charge": [-0.83, 0.08, -0.48, 0.09, -0.82, 0.36, 0.30, 0.25, 0.32, 0.32, 0.16, 0.25, 0.28, -0.02, -0.20, -0.05]}